Entry 1:
Entry from the Open Molecules 2025 dataset: a cluster of 12 separate species, C35H90F3N6O19 in total (wB97M-V/def2-TZVPD).

The geometry in ORCA input format:
```
! wB97M-V def2-TZVPD RIJCOSX def2/J DEFGRID3
* xyz 0 2
C 0.9196 -0.6749 0.5274
O 1.6321 0.1391 -0.4676
O 1.7730 -0.9440 1.5989
C -0.5363 -0.1570 0.9445
F -0.4411 0.9022 1.8240
F -1.2750 0.2380 -0.0444
F -1.3057 -1.0765 1.5198
C 1.8542 1.5601 -0.2233
C 2.4805 2.1418 -1.4647
H 2.8627 3.1305 -1.2108
H 3.3710 1.6396 -1.8426
H 1.7922 2.3067 -2.2936
H 2.4549 1.7188 0.6723
H 0.8930 2.0459 -0.0555
H 0.8152 -1.6098 -0.0232
C 2.1006 2.2619 5.6057
C 1.6412 1.0505 4.7726
O 2.0013 1.3280 3.4221
H 1.9158 2.1307 6.6719
H 1.7135 3.1907 5.1867
H 3.1723 2.4278 5.4956
H 0.5766 0.8544 4.9003
H 2.1878 0.1634 5.0927
H 1.8775 0.5409 2.8866
C 6.6114 1.0009 0.9968
C 5.0686 0.9513 1.0575
O 4.6808 -0.2813 1.5170
H 6.9705 0.3471 0.2020
H 7.1204 0.8649 1.9511
H 6.9113 2.0090 0.7107
H 4.7040 1.1759 0.0551
H 4.6575 1.6264 1.8081
H 3.7308 -0.3829 1.4238
C 3.4289 -2.9143 4.2928
C 2.1590 -3.7155 3.9262
O 2.0364 -3.8853 2.5233
H 4.2961 -3.4063 3.8525
H 3.4315 -2.6852 5.3585
H 3.3638 -1.9821 3.7317
H 1.2896 -3.1550 4.2700
H 1.9447 -4.6461 4.4517
H 1.8714 -3.0085 2.1687
C -0.8413 -1.7316 5.7385
C -1.9645 -2.2201 4.8968
O -2.9719 -2.7654 5.7774
H -0.1038 -1.3300 5.0437
H -0.4242 -2.5724 6.2926
H -1.1632 -0.9044 6.3712
H -1.6572 -3.0200 4.2232
H -2.4142 -1.4468 4.2740
H -3.5401 -3.3199 5.2376
C 1.1509 -5.1461 -2.2817
C 1.0132 -4.3695 -0.9386
O 0.8991 -5.2726 0.0444
H 1.6040 -4.6766 -3.1549
H 0.2144 -5.6493 -2.5222
H 1.8264 -5.9990 -2.2160
H 0.1783 -3.6836 -1.0821
H 1.9163 -3.7790 -0.7841
H 1.3297 -4.9882 0.8539
C -0.4277 4.4491 -2.0795
O -1.1487 4.5876 -0.8725
C -2.4556 5.1110 -1.0546
C -3.2667 5.1410 0.2916
N -4.0077 3.9697 0.6202
C -3.1917 2.7977 0.8855
C -4.0712 1.7345 1.6558
O -5.2885 1.2756 1.1424
C -5.1950 0.7653 -0.2088
H -0.6191 5.3824 -2.6090
H -0.9138 3.5880 -2.5382
H 0.6342 4.4036 -1.8377
H -3.0076 4.5108 -1.7779
H -2.4368 6.1549 -1.3678
H -4.0502 5.8967 0.2357
H -2.6649 5.2569 1.1930
H -4.5284 4.2474 1.4399
H -2.3895 3.0707 1.5711
H -2.6743 2.5151 -0.0313
H -4.3360 2.0729 2.6576
H -3.4961 0.8360 1.8794
H -4.7334 1.5715 -0.7790
H -6.2028 0.5454 -0.5610
H -4.5431 -0.1043 -0.2916
C -3.9357 -8.1403 5.7388
O -4.5674 -7.0111 5.0227
C -4.8366 -5.9454 5.8804
C -5.5189 -4.8125 5.1031
N -4.5936 -4.3027 4.1349
C -5.1559 -3.4326 3.0899
C -4.0360 -3.0020 2.1594
O -3.7391 -4.1827 1.3165
C -2.5843 -4.0273 0.5514
H -2.9272 -7.9589 6.1104
H -3.8159 -9.0282 5.1181
H -4.4620 -8.4072 6.6552
H -3.8798 -5.5964 6.2687
H -5.3826 -6.2482 6.7739
H -5.7880 -4.0303 5.8129
H -6.4345 -5.1992 4.6556
H -4.2548 -5.1504 3.7029
H -5.4846 -2.5509 3.6401
H -5.9868 -3.7233 2.4471
H -3.1707 -2.7563 2.7751
H -4.3031 -2.1160 1.5834
H -2.5602 -4.8335 -0.1818
H -1.6154 -4.0297 1.0507
H -2.6733 -3.1139 -0.0369
C 4.2172 3.4281 -10.9635
O 3.3922 3.1901 -9.8426
C 3.0511 1.8230 -9.5731
C 2.5354 1.7432 -8.0971
N 1.4586 2.7189 -7.9507
C 0.6925 2.7519 -6.6940
C 1.5362 3.1360 -5.4719
O 1.9996 4.4619 -5.6755
C 2.7938 4.9337 -4.5858
H 4.0703 4.4024 -11.4297
H 4.0434 2.7697 -11.8147
H 5.2535 3.3731 -10.6302
H 3.9028 1.1585 -9.7182
H 2.2735 1.4924 -10.2617
H 3.2885 2.0490 -7.3709
H 2.2844 0.6882 -7.9870
H 1.8891 3.6059 -8.1701
H 0.2976 1.7565 -6.4906
H -0.2423 3.3120 -6.6714
H 2.4296 2.5356 -5.2999
H 0.9180 3.1062 -4.5747
H 2.2110 4.9962 -3.6668
H 3.0402 5.9913 -4.6799
H 3.6630 4.3381 -4.3068
C 0.3566 3.5719 2.4031
N 0.1518 5.0205 2.7002
O -0.9607 5.2506 3.1501
O 1.0171 5.7982 2.2990
H 1.4349 3.4783 2.2736
H -0.2029 3.2632 1.5200
H 0.0953 3.0568 3.3274
C 2.5429 -1.5767 -2.9047
N 3.0174 -0.4274 -3.7052
O 4.2063 -0.0321 -3.5503
O 2.2471 0.0749 -4.5162
H 1.4618 -1.4795 -2.8053
H 2.9962 -1.5293 -1.9146
H 2.7698 -2.5487 -3.3429
C -0.9035 0.0515 -3.1696
N -1.8336 1.1301 -3.5960
O -1.4889 1.8601 -4.4840
O -2.9206 1.3182 -3.0525
H 0.0532 0.4677 -2.8540
H -0.7100 -0.6060 -4.0172
H -1.4136 -0.4314 -2.3362
*
```

## Properties
Kohn-Sham gap (spin up / spin down), eV: 7.4875 / 3.4558
E_LUMO (spin up / spin down), eV: -0.7 / -4.8
E_HOMO (spin up / spin down), eV: -8.23 / -8.23



Entry 2:
Entry from the Open Molecules 2025 dataset: a cluster of 3 separate species, C3H9N3OS in total (wB97M-V/def2-TZVPD).

The geometry in ORCA input format:
```
! wB97M-V def2-TZVPD RIJCOSX def2/J DEFGRID3
* xyz 0 1
C -2.4568 -1.4046 -1.3389
C 0.7921 -1.1988 0.6090
C -1.0755 0.7422 0.3089
N -3.5518 -0.9241 -1.4213
N 3.3351 1.2379 0.1927
N -1.8070 1.7379 0.3930
O -1.4709 -2.0162 -1.2112
S -0.5136 -0.4154 1.5095
H 1.7885 -0.9551 1.0817
H 0.7375 -0.8653 -0.3631
H 0.7271 -2.3021 0.6546
H -0.6185 0.5294 -0.6756
H 4.1883 1.2343 -0.2568
H -4.1794 -0.6260 -2.0673
H 3.4956 1.0788 1.2459
H 2.9354 2.2035 0.0877
H -2.3260 1.9434 1.2512
*
```

## Properties
Energy above the lowest of the compared OMol25 structures with the same formula, charge and spin, eV: 1.1852
Kohn-Sham gap, eV: 9.5262
E_LUMO, eV: 0.8
E_HOMO, eV: -8.69
SMILES string: [H]/N=C\SC.N=C=O.N



Entry 3:
Entry from the Open Molecules 2025 dataset: an isolated molecule of C5H8O (wB97M-V/def2-TZVPD).

The geometry in ORCA input format:
```
! wB97M-V def2-TZVPD RIJCOSX def2/J DEFGRID3
* xyz 0 1
C -1.0475 -1.6540 0.0893
C -0.4984 0.3846 0.7905
C 0.9108 0.4085 0.7411
C 1.0066 0.9694 -0.9311
O 0.1915 0.2221 -1.6290
C -1.1133 -0.3345 -0.2892
H -0.2069 -2.0339 0.6574
H -1.8309 -2.3660 -0.1617
H -1.0843 1.0602 1.4082
H 1.3844 -0.5578 0.5531
H 1.4418 0.9977 1.4901
H 2.0826 0.8150 -1.1187
H 0.7915 2.0528 -0.8592
H -2.0280 0.0359 -0.7407
*
```

## Properties
Energy above the lowest of the compared OMol25 structures with the same formula, charge and spin, eV: 4.7067
Kohn-Sham gap, eV: 8.2802
E_LUMO, eV: -0.3
E_HOMO, eV: -8.60



Entry 4:
Entry from the Open Molecules 2025 dataset: an isolated molecule of C2H6N2O3S (wB97M-V/def2-TZVPD).

The geometry in ORCA input format:
```
! wB97M-V def2-TZVPD RIJCOSX def2/J DEFGRID3
* xyz 0 1
C 2.8634 0.2230 -0.7547
C -1.8104 -0.9798 -0.5858
N 1.6575 0.5729 -0.0325
N 0.5235 0.2350 -0.3868
O -2.2286 1.5913 -0.7252
O -2.8313 0.4887 1.3970
O -0.3699 0.5709 0.6635
S -1.9772 0.5534 0.2411
H 3.3248 1.1461 -1.0050
H 2.6986 -0.3734 -1.5663
H 3.5846 -0.3613 0.0221
H -1.3570 -0.9528 -1.6166
H -1.0856 -1.4948 -0.0504
H -2.7597 -1.4877 -0.5544
*
```

## Properties
Energy above the lowest of the compared OMol25 structures with the same formula, charge and spin, eV: 3.6622
Kohn-Sham gap, eV: 10.7900
E_LUMO, eV: 0.3
E_HOMO, eV: -10.46
SMILES string: C/N=N/OS(C)(=O)=O



Entry 5:
Entry from the Open Molecules 2025 dataset: a structure of composition C24H45ClMnN3O4Si (wB97M-V/def2-TZVPD).

The geometry in ORCA input format:
```
! wB97M-V def2-TZVPD RIJCOSX def2/J DEFGRID3
* xyz -1 6
O 1.4927 -0.2235 -3.2325
C 0.3388 0.2741 -3.3428
C 0.0559 1.7142 -3.7996
C 0.7099 2.7411 -3.1888
H 1.1585 2.5267 -2.2295
C 0.8143 3.9424 -3.8627
H 1.3315 4.7187 -3.3440
C 0.2854 4.1142 -5.1158
H 0.4128 5.0620 -5.6102
C -0.3578 3.0442 -5.7059
H -0.7615 3.1869 -6.6934
C -0.5075 1.8376 -5.0554
H -1.0220 1.0250 -5.5497
H -0.4315 -0.3737 -3.9707
C -2.1166 -1.2834 -2.2347
C -1.5543 0.1273 -1.7724
H -2.9823 -1.0016 -2.9458
H -2.5216 -1.8324 -1.3378
H -1.3332 -1.8858 -2.8368
C -2.3884 1.1699 -2.2142
C -3.8931 1.1122 -2.1896
H -2.0000 2.1667 -2.5554
H -4.2112 1.5271 -3.1632
H -4.3107 1.7671 -1.4259
H -4.3492 0.0861 -2.0925
Mn -1.3600 0.0697 0.4848
Cl -3.5882 0.6729 0.9726
C -1.1434 0.1980 3.2302
O -0.5489 -0.5285 2.3686
N -1.1627 -0.0809 4.5301
C -0.4857 -1.2548 5.0828
C -2.0344 0.6117 5.4424
H -1.7759 1.0553 2.9197
H 0.1629 -1.7016 4.3447
H -1.2092 -1.9956 5.4325
H 0.1123 -0.9648 5.9501
H -2.3950 1.5293 4.9698
H -1.5125 0.8921 6.3686
H -2.9099 0.0032 5.7130
H 5.0417 1.6676 -1.8787
H 4.8842 2.1352 0.4468
C 3.9512 1.7548 -1.9414
C 3.8068 1.9993 0.5060
N 3.3449 1.3349 -0.6901
H 3.5490 1.1449 -2.7627
C 2.8217 0.0704 -0.5798
O 2.1453 -0.3292 0.3491
H 3.5331 1.4145 1.3937
H 3.0259 -0.5787 -1.4527
H 3.7126 2.8150 -2.1109
H 3.3397 3.0004 0.5575
H -0.0096 -5.3008 0.6370
H 2.0980 -5.1867 -0.9059
C -0.5051 -4.7169 -0.1449
C 1.5007 -4.5237 -1.5542
N 0.4584 -3.8370 -0.8102
H -1.2878 -4.1066 0.2923
C 0.3961 -2.5093 -0.6318
O -0.5337 -1.9149 -0.0444
H 2.1720 -3.8008 -2.0192
H 1.2420 -1.9519 -1.0892
H -0.9282 -5.4197 -0.8750
H 1.0718 -5.1665 -2.3435
C 0.7926 4.8836 0.9362
Si -0.0024 3.2830 1.5478
C 1.0758 2.7360 2.9959
C -1.7263 3.6546 2.1781
C -0.1151 1.9109 0.1889
H 0.7303 5.6436 1.7295
H 0.2710 5.2826 0.0550
H 1.8543 4.7613 0.6829
H 0.9331 1.6771 3.2545
H 2.1408 2.8989 2.7893
H 0.8093 3.3367 3.8792
H -2.1468 4.5104 1.6183
H -2.4010 2.8049 2.0145
H -1.7046 3.9097 3.2429
H 0.9191 1.6412 -0.1602
H -0.6727 2.2589 -0.7098
*
```

## Properties
Energy above the lowest of the compared OMol25 structures with the same formula, charge and spin, eV: 0.3326
Kohn-Sham gap (spin up / spin down), eV: 5.0047 / 5.4919
E_LUMO (spin up / spin down), eV: 2.5 / 2.5
E_HOMO (spin up / spin down), eV: -2.47 / -2.96



Listing strongest force on any atom for the structures above in their given order: 3.45; 4.13; 0.32; 3.68; 3.90 eV/Å.